DFT (ωB97M-V/def2-TZVPD) results for a molecular structure, C11H14N2O2Rh in a non-equilibrium geometry.

Cartesian coordinates (Å):
C (-0.358628, 0.907579, -2.825859)
C (1.046274, 1.042617, -2.570658)
C (1.214486, 1.823997, -1.385269)
C (-0.080148, 2.201547, -0.921666)
C (-1.055127, 1.636084, -1.801042)
Rh (0.096113, 0.138213, -1.011526)
N (-1.322964, -1.305992, -1.128992)
C (-0.295942, -2.340873, -1.322728)
C (1.065377, -1.710257, -1.436559)
H (2.163193, 2.080617, -0.920364)
H (1.849942, 0.603422, -3.157141)
H (-0.290863, 2.828652, -0.061112)
H (-2.132718, 1.708769, -1.681650)
H (-0.812380, 0.353555, -3.644409)
H (1.468870, -1.724764, -2.446499)
H (-0.327890, -3.141201, -0.546581)
H (-1.941787, -1.461340, -0.322079)
H (1.740180, -1.973110, -0.623582)
H (-0.543315, -2.870487, -2.270246)
O (-2.340226, 0.201001, 1.294825)
C (-1.236647, 0.211839, 1.837187)
C (-0.930149, 0.175259, 3.331342)
C (0.581590, 0.043726, 3.423895)
C (1.079254, 0.040525, 1.975823)
O (2.222582, -0.106769, 1.567773)
N (-0.031609, 0.207147, 1.174282)
H (-1.285202, 1.100287, 3.798983)
H (-1.450584, -0.670776, 3.791303)
H (1.026603, 0.886617, 3.963691)
H (0.881722, -0.885893, 3.918859)

Cartesian forces, eV/Å:
-0.104 1.862 -2.339
1.337 1.764 -2.576
1.072 2.116 -0.692
0.364 2.703 -0.587
-1.031 1.500 -1.274
-0.734 -4.881 6.012
0.490 -2.038 1.734
-0.825 -1.895 -0.453
-0.155 -1.175 -0.856
-0.237 -0.022 -0.173
-0.252 0.170 0.149
0.037 -0.282 -0.090
0.294 -0.061 -0.059
0.138 0.156 0.260
0.344 -0.241 0.204
-0.219 0.451 -0.190
-0.426 -0.189 -0.846
0.172 0.182 -0.154
0.007 0.049 0.217
0.475 0.130 0.744
1.294 -0.247 -0.491
-0.457 0.040 0.365
0.442 -0.046 0.436
-1.365 0.123 -0.557
-0.397 0.159 0.613
-0.305 -0.292 0.731
-0.119 -0.186 -0.041
-0.068 0.182 -0.019
0.116 -0.208 -0.045
0.114 0.176 -0.026

## Properties
Charge: -1
Largest force on an atom: 7.8 eV/A
Highest occupied orbital energy (alpha / beta): -0.448 / -3.934 eV
HOMO-LUMO gap (alpha / beta): 3.99 / 6.59 eV
2S+1: 5
M: 309.2 g mol⁻¹

***

DFT (ωB97M-V/def2-TZVPD) results for a molecular structure, C12H13BrCl3N3O2PSiW.

Cartesian coordinates (Å):
W (-0.508236, 0.197528, 0.363079)
Br (2.951510, -1.388305, -0.669412)
C (0.915039, 0.296305, -2.634281)
C (0.177513, 1.587215, -2.950763)
C (-0.477879, 1.598774, -4.290083)
C (-0.848983, 0.446431, -4.846637)
C (-0.780428, -0.786924, -4.060849)
C (-0.021088, -0.856367, -2.967125)
C (-0.356747, -1.910397, -1.983508)
O (-0.400646, -3.081475, -2.096483)
O (-0.678685, -1.305912, -0.732975)
H (0.781632, 2.468485, -2.760087)
H (-0.613884, 2.549666, -4.786145)
H (-1.300622, 0.424827, -5.828936)
H (-1.445368, -1.606132, -4.307656)
N (-2.767939, 5.246249, 3.725933)
C (-1.988400, 4.515584, 3.303801)
N (-1.063418, 3.682582, 2.843470)
C (-0.852441, 2.732163, 2.154769)
N (-0.512630, 1.764332, 1.493964)
C (0.497027, -2.914988, 1.895706)
P (0.155410, -1.191930, 2.306153)
C (1.620448, -0.580246, 3.167098)
C (-1.142107, -1.264710, 3.570153)
H (0.635561, -3.479577, 2.818291)
H (1.399464, -2.971042, 1.290177)
H (-0.329776, -3.339693, 1.327684)
H (1.869256, -1.243048, 3.997070)
H (1.430896, 0.421001, 3.552755)
H (2.460020, -0.538830, 2.473197)
H (-0.809185, -1.859565, 4.422099)
H (-2.044447, -1.716570, 3.158209)
H (-1.381885, -0.260211, 3.919531)
Cl (2.348947, 0.267358, -3.718402)
Si (1.610155, 0.352681, -0.855729)
Cl (-1.203458, 1.669104, -1.630856)
Cl (2.675374, 2.075637, -0.663210)

Cartesian forces, eV/Å:
0.202 -0.633 -0.300
0.085 -0.049 0.039
-0.186 0.016 -0.111
-0.069 -0.036 -0.036
0.074 0.031 0.118
-0.047 -0.172 -0.041
-0.126 0.138 -0.214
0.027 0.170 0.173
0.423 -0.072 0.582
-0.212 -0.106 -0.154
0.052 0.448 -0.191
0.004 0.016 0.029
-0.011 -0.002 0.012
0.004 -0.016 0.007
-0.007 0.021 -0.018
-0.061 0.085 0.046
0.353 -0.338 -0.207
-0.356 0.500 0.341
0.292 -0.450 -0.372
-0.288 0.379 0.317
0.001 -0.043 -0.055
-0.118 0.119 -0.037
0.039 -0.015 0.035
0.031 -0.003 0.111
0.025 -0.019 -0.014
0.009 -0.021 -0.017
-0.008 0.002 0.009
0.009 0.016 0.006
0.007 0.010 -0.005
0.001 -0.010 0.007
-0.011 0.000 -0.003
0.004 -0.005 -0.020
-0.004 0.003 -0.005
0.046 -0.001 -0.152
-0.097 -0.194 0.330
-0.077 0.143 -0.245
-0.011 0.087 0.038

## Properties
Charge: +1
Largest force on an atom: 0.7 eV/A
Highest occupied orbital energy: -12.147 eV
HOMO-LUMO gap: 7.35 eV
M: 660.4 g mol⁻¹

***

DFT (ωB97M-V/def2-TZVPD) results for C21H15N3O3S in the gas phase in a non-equilibrium geometry.

Cartesian coordinates (Å):
O (-4.962082, 5.270381, -2.063513)
C (-2.030739, 2.336288, -2.531109)
C (-0.947224, 1.796999, -2.601169)
N (2.242213, -2.807751, -1.991450)
N (1.903255, -1.532366, -2.380235)
O (1.151287, -1.822854, -0.267719)
O (-2.862244, 4.430047, -1.581166)
S (-4.764155, 7.894288, -0.801531)
C (-3.869756, 5.374458, -1.527320)
C (1.849070, -2.933974, -0.742007)
C (1.156545, -1.015882, -1.389510)
C (-3.844573, 8.710860, 0.444109)
C (-2.813293, 7.949315, 0.934131)
C (-2.690791, 6.614570, 0.281533)
C (-3.668448, 6.533485, -0.711949)
C (3.170112, -4.231390, 4.163861)
C (1.522049, -6.581739, 0.252097)
C (3.152770, -3.055277, 3.468431)
C (1.527801, -5.405735, -0.445911)
C (2.942750, -5.451881, 3.478465)
C (2.018315, -6.628658, 1.540540)
C (2.784173, -2.963632, 2.070239)
C (2.003681, -4.170133, 0.086461)
C (2.473961, -5.473742, 2.180022)
C (2.412666, -4.176432, 1.431736)
N (0.508327, 0.200118, -1.455193)
C (-3.236063, 3.242385, -2.343615)
C (0.204113, 0.918492, -2.740351)
H (-3.955505, 9.807034, 0.650586)
H (-2.060748, 8.226772, 1.637564)
H (-1.855783, 5.941302, 0.531541)
H (3.362501, -4.077873, 5.194048)
H (1.108512, -7.632445, 0.031779)
H (3.519851, -2.151527, 4.026485)
H (1.180548, -5.428293, -1.484642)
H (3.092904, -6.457302, 3.967258)
H (1.958371, -7.637300, 1.881993)
H (2.788955, -2.033364, 1.395712)
H (0.119721, 0.616420, -0.600335)
H (-3.570183, 3.489003, -3.317616)
H (-4.101009, 2.724575, -2.012994)
H (0.037032, 0.128850, -3.605560)
H (1.041115, 1.463907, -3.053699)

Cartesian forces, eV/Å:
1.113 -0.925 -0.378
-0.053 1.122 0.893
-1.510 -0.205 -0.045
-0.324 0.186 2.536
-2.204 1.098 1.148
0.043 0.300 -1.632
-1.313 0.138 -0.271
1.395 -0.224 0.824
-1.771 -1.044 -0.858
0.551 -0.862 -1.167
1.582 -0.110 -1.601
0.661 0.439 -0.075
-0.293 -1.928 -1.416
-1.175 2.937 -0.159
2.226 0.084 2.029
-0.291 -2.003 -1.500
-0.091 -2.602 2.048
-0.165 2.942 -2.821
0.215 2.365 -1.783
0.370 -0.091 2.576
-0.383 0.105 -1.576
0.705 -0.231 1.345
-1.639 -1.762 -0.850
0.107 2.139 -1.305
0.310 -0.395 1.220
-0.337 -0.226 0.588
2.158 -0.475 -0.537
-0.600 -2.861 -0.432
-0.310 -1.396 -0.151
0.057 0.559 0.473
-0.860 0.126 -0.445
0.427 -0.838 0.911
0.470 2.188 -0.992
-0.704 -0.767 -0.801
0.037 0.287 0.376
-0.333 1.333 -0.272
0.440 -0.181 1.425
0.171 -1.357 1.742
0.345 -0.554 -0.752
-0.015 0.899 -1.178
-0.524 -0.467 1.370
0.141 1.405 1.864
1.376 0.851 -0.373

## Properties
Largest force on an atom: 4.1 eV/A
Highest occupied orbital energy: -7.936 eV
HOMO-LUMO gap: 7.88 eV
SMILES string: O=C(OCC#CCNc1nnc(-c2cccc3ccccc23)o1)c1cccs1
M: 389.4 g mol⁻¹

***

DFT (ωB97M-V/def2-TZVPD) results for a molecular structure, C23H52LuO3P4S in a non-equilibrium geometry.

Cartesian coordinates (Å):
Lu (-0.325820, -0.041312, -0.000022)
P (-0.979293, -2.745446, 0.381971)
P (1.617254, -0.315549, 2.129171)
P (1.675574, -1.465445, -1.367136)
H (-0.743392, 2.315899, -1.358372)
C (-0.547830, 1.411112, -1.962569)
C (-1.452520, 0.363005, -2.122765)
H (-2.514938, 0.415079, -1.826305)
C (-2.562496, -3.070253, 1.226204)
C (0.052274, -3.921548, 1.348705)
C (-1.255869, -3.768632, -1.121548)
C (2.522653, 1.284683, 2.065536)
C (1.272368, -0.365337, 3.933392)
C (3.022723, -1.496545, 2.131771)
C (1.261354, -1.679110, -3.139326)
C (2.573100, -3.039396, -1.123182)
C (3.110636, -0.317035, -1.339677)
H (0.261890, 1.524916, -2.675452)
H (-1.245026, -0.437533, -2.840243)
H (-3.398309, -2.640475, 0.664889)
H (-2.559489, -2.631650, 2.229051)
H (-2.704811, -4.155923, 1.299700)
H (0.237974, -3.517082, 2.352163)
H (1.015906, -4.113289, 0.863118)
H (-0.500879, -4.867475, 1.444686)
H (-1.984713, -3.262738, -1.769717)
H (-1.666152, -4.740968, -0.810013)
H (-0.328736, -3.928644, -1.686569)
H (3.324643, 1.282375, 2.815236)
H (1.822261, 2.101279, 2.283392)
H (2.950657, 1.445576, 1.068242)
H (2.223869, -0.451698, 4.476532)
H (0.644805, -1.233092, 4.170419)
H (0.751722, 0.542274, 4.262841)
H (3.599225, -1.348449, 3.057259)
H (3.693038, -1.356565, 1.277186)
H (2.643632, -2.526371, 2.119705)
H (2.166660, -1.957553, -3.695170)
H (0.851206, -0.758788, -3.570094)
H (0.512714, -2.474400, -3.243227)
H (3.367318, -3.098760, -1.881096)
H (1.904806, -3.897834, -1.247446)
H (3.031453, -3.088655, -0.130073)
H (3.811744, -0.598561, -2.137776)
H (3.622991, -0.364301, -0.370327)
H (2.794497, 0.723128, -1.497289)
C (2.614830, 2.423193, -5.526888)
C (3.662948, 3.355862, -5.647638)
C (3.592594, 4.357474, -6.611037)
C (2.498237, 4.421435, -7.482711)
C (1.508962, 3.428181, -7.437758)
C (1.573256, 2.418119, -6.475471)
S (2.610320, 1.273305, -4.213893)
H (1.859493, 1.965085, -3.283544)
H (4.505150, 3.275217, -4.959258)
H (4.391555, 5.101377, -6.677225)
H (2.409109, 5.242479, -8.194870)
H (0.678125, 3.443550, -8.147105)
H (0.829876, 1.625443, -6.420645)
C (-2.026786, 4.244509, 3.989720)
C (-1.305630, 3.217563, 3.145876)
O (-2.050610, 1.968044, 3.223652)
P (-1.468344, 0.589637, 2.584470)
O (-2.362662, -0.547272, 3.351140)
C (-2.706063, -0.446651, 4.785395)
C (-3.072487, -1.825170, 5.280792)
O (-2.205983, 0.623825, 0.954693)
C (-3.709703, 0.999287, 0.730163)
C (-4.508001, -0.250469, 0.557482)
H (-2.986278, 4.519100, 3.545955)
H (-1.420980, 5.150747, 4.053889)
H (-2.200883, 3.900189, 5.014249)
H (-1.243519, 3.536635, 2.096450)
H (-0.287389, 3.065896, 3.533187)
H (-1.846938, -0.058176, 5.350094)
H (-3.551733, 0.244428, 4.885843)
H (-2.229484, -2.524353, 5.222505)
H (-3.361335, -1.739991, 6.334725)
H (-3.921824, -2.245618, 4.733376)
H (-3.980315, 1.561217, 1.619801)
H (-3.662618, 1.641805, -0.147691)
H (-4.191027, -0.828804, -0.318691)
H (-4.443453, -0.879052, 1.453303)
H (-5.561084, 0.019037, 0.411889)

Cartesian forces, eV/Å:
0.909 -1.879 3.025
-0.712 -1.525 0.270
1.475 0.151 0.406
0.938 -0.101 -0.871
-0.257 -0.474 -0.040
-2.560 -0.781 -1.592
0.556 2.588 -1.706
0.670 -0.089 0.731
-0.326 0.243 0.105
0.499 0.450 0.160
0.056 0.440 -0.306
-0.235 0.037 -0.249
-0.608 -0.170 -0.047
0.034 -0.283 -0.100
-0.225 0.188 -0.004
-0.152 -0.280 0.482
-0.108 0.210 -0.059
0.494 -0.547 0.302
0.207 0.242 0.181
0.186 -0.183 0.121
-0.024 -0.111 -0.165
0.032 0.261 -0.022
-0.034 -0.163 -0.159
-0.227 0.025 0.142
0.146 0.333 -0.094
0.137 -0.257 0.040
0.148 0.328 -0.095
-0.278 0.001 0.145
-0.187 0.068 -0.191
0.225 -0.033 0.009
0.022 0.042 0.252
-0.313 0.087 -0.194
0.128 0.118 0.093
0.147 -0.149 -0.020
-0.130 -0.054 -0.377
-0.177 -0.071 0.275
0.154 0.189 0.050
-0.268 0.115 0.083
0.231 -0.209 -0.040
0.187 0.076 0.025
-0.253 0.089 0.172
0.175 0.121 -0.015
-0.080 -0.044 -0.231
-0.148 0.186 0.216
-0.148 -0.048 -0.361
0.189 -0.175 -0.069
-0.075 1.078 -1.301
-0.391 -0.342 0.291
-0.059 0.067 -0.164
-0.087 -0.319 0.254
0.125 -0.009 0.090
0.368 0.266 0.371
-0.273 -0.204 0.822
0.706 -0.073 -0.670
-0.200 0.208 -0.200
-0.309 -0.293 0.012
0.107 -0.300 0.143
0.319 0.012 0.222
0.014 0.246 -0.104
-0.158 0.170 0.001
0.341 0.509 0.231
0.523 -1.741 -0.561
-2.815 0.710 0.521
1.212 1.502 -1.244
-0.247 -0.014 0.592
0.023 -0.132 0.007
-0.516 0.083 0.984
1.212 -0.311 0.228
-0.237 -0.239 0.042
0.076 -0.074 0.053
-0.006 -0.057 -0.074
0.108 -0.101 -0.234
-0.067 -0.087 0.169
-0.219 -0.139 -0.110
-0.180 0.016 -0.296
0.313 -0.097 -0.139
-0.135 0.176 -0.009
0.036 -0.036 -0.186
0.109 0.116 0.068
-0.016 0.112 -0.089
-0.140 0.043 0.116
-0.074 0.117 0.113
-0.052 0.186 -0.225
0.165 -0.010 0.000

## Properties
Charge: +3
Largest force on an atom: 3.7 eV/A
Highest occupied orbital energy: -15.056 eV
HOMO-LUMO gap: 4.17 eV
M: 707.6 g mol⁻¹